1.
14
Properties=species:S:1:pos:R:3:forces:R:3 method="wB97M-V/def2-TZVPD" orbital_gap_ev=12.449 total_charge=+1 homo_energy_ha=-0.5815 e_lumo_ev=-3.3741
N -0.278 -0.032 0.283 0.540 0.256 -0.751
H -1.245 -0.059 -0.067 -0.371 -0.302 0.836
H -0.047 0.961 0.365 0.257 -0.222 0.227
H 0.324 -0.441 -0.459 0.238 -0.033 -0.160
H -0.028 -0.542 1.139 -0.653 0.368 -0.179
H -3.808 0.956 0.447 0.097 -0.151 0.112
H -3.200 1.282 -0.905 -0.002 -0.058 0.009
O -3.020 0.799 -0.088 0.054 0.168 -0.245
H 1.781 -2.094 -1.026 -0.191 -0.150 -0.367
H 0.376 -2.301 -1.676 0.225 -0.367 -0.133
O 1.117 -1.689 -1.606 -0.078 0.468 0.578
H 3.175 1.080 1.378 -0.100 -0.107 -0.130
H 1.854 1.520 1.979 0.144 0.027 0.083
O 2.222 0.928 1.313 -0.159 0.104 0.118

=====

2.
14
Properties=species:S:1:pos:R:3:forces:R:3 method="wB97M-V/def2-TZVPD" orbital_gap_ev=12.119 total_charge=+1 homo_energy_ha=-0.5664 e_lumo_ev=-3.2931
N -1.690 0.054 -0.293 0.631 2.623 -0.390
H -2.514 -0.259 0.042 -3.701 -1.523 2.018
H -0.960 -0.583 -0.061 1.250 -0.193 0.539
H -1.797 -0.120 -1.279 0.392 1.035 -0.775
H -1.592 1.071 0.102 0.827 -1.632 -1.105
H 1.176 -0.706 -0.642 2.492 -1.034 1.068
H 0.633 -0.998 -2.218 0.154 1.727 4.129
O 0.502 -0.526 -1.252 -2.101 -0.880 -5.711
H 0.222 2.762 0.610 -1.754 -1.344 0.464
H -0.463 2.484 1.948 -0.441 -0.453 -0.776
O -0.533 2.205 1.006 2.046 1.789 0.267
H 2.800 -1.298 1.175 -0.835 -0.943 -1.005
H 2.002 -2.510 0.438 0.370 -0.282 0.487
O 2.213 -1.577 0.426 0.671 1.110 0.790

=====

3.
15
Properties=species:S:1:pos:R:3:forces:R:3 method="wB97M-V/def2-TZVPD" orbital_gap_ev="2.282 / 9.310" total_charge=-1 homo_energy_ha="0.0298 / -0.2292" spin_multiplicity=2 e_lumo_ev="3.0933 / 3.0747" s_squared=0.750
O -0.351 -1.806 -2.512 0.171 0.383 1.185
H -0.785 -1.445 -1.355 0.044 -0.443 -1.569
H -0.924 -2.250 -3.131 -0.119 -0.079 -0.095
O -0.857 -0.888 -0.333 0.237 0.247 -0.039
H -0.628 0.043 -0.634 -0.079 0.033 0.112
H -0.004 -1.221 0.065 -0.100 0.091 0.661
O 0.375 1.403 -1.622 -0.317 -1.192 -0.453
H 1.005 0.345 -1.634 -0.462 2.728 0.987
O 1.779 -0.530 -1.856 -0.462 -1.012 -1.276
H 1.015 -1.143 -2.232 0.499 -0.236 -0.046
H 2.117 -0.101 -2.669 0.183 -0.272 0.276
H 0.296 1.982 -0.863 0.399 -0.250 0.302
O -1.059 2.206 5.955 0.182 -1.248 1.283
H -1.257 2.112 6.903 -0.361 1.040 -0.092
H -0.722 1.294 5.917 0.183 0.211 -1.236

=====

4.
15
Properties=species:S:1:pos:R:3:forces:R:3 method="wB97M-V/def2-TZVPD" orbital_gap_ev=11.481 total_charge=0 homo_energy_ha=-0.4323 e_lumo_ev=-0.2818 smiles=O.O.O.O.O
O -0.484 -0.637 1.781 3.171 -1.958 0.670
H -0.318 -0.870 0.878 -0.300 0.066 -0.655
H -1.230 -0.134 1.878 -2.873 1.907 -0.027
O 4.232 -0.852 0.354 0.625 1.274 -2.664
H 3.371 -1.218 0.546 -0.324 -0.247 -0.181
H 4.234 -0.499 -0.625 -0.206 -1.200 2.874
O -3.319 -2.526 -0.897 0.783 -2.161 -2.195
H -3.374 -1.805 -0.336 -0.063 2.163 1.634
H -2.527 -2.402 -1.459 -0.725 -0.020 0.552
O 2.621 1.230 -1.113 0.886 2.143 0.055
H 3.093 2.034 -0.695 -1.191 -2.376 -0.652
H 2.561 0.511 -0.485 0.208 0.404 0.605
O -3.123 2.733 0.143 -0.529 -1.647 -0.254
H -3.572 1.848 -0.024 1.064 1.743 0.269
H -2.166 2.586 0.054 -0.526 -0.090 -0.030